1.
12
Properties=species:S:1:pos:R:3 method="wB97M-V/def2-TZVPD" spin_multiplicity=2 total_charge=+2 gap_ev="8.28 / 8.19" max_force_ev_per_a=5.918 mol_weight_g_mol=167.44 homo_ev="-21.654 / -21.856"
V 0.330 0.345 0.219
C 0.038 1.823 -1.276
H -0.813 2.261 -0.739
H 0.901 2.473 -1.446
H -0.238 1.111 -2.063
H 1.227 -0.804 -1.538
H 1.858 -0.475 -1.239
O -1.785 -1.303 2.908
Cl -0.679 -1.914 2.156
O -1.056 -3.082 1.339
O -1.150 -0.390 0.247
O 1.368 -0.046 1.435

2.
16
Properties=species:S:1:pos:R:3 method="wB97M-V/def2-TZVPD" spin_multiplicity=1 total_charge=+1 smiles=[NH3+]NC(NF)(N(F)F)N(F)F gap_ev=10.51 max_force_ev_per_a=5.727 mol_weight_g_mol=182.08 homo_ev=-14.722
C 0.656 0.163 0.117
N -0.756 0.650 -0.830
N 0.137 -0.299 1.318
N 1.435 1.319 0.290
N 1.266 -0.813 -0.935
N -1.962 0.048 -0.408
F -0.305 -1.679 1.363
F 2.070 1.552 -0.868
F 2.436 1.010 1.143
F 2.034 -1.737 -0.407
F 0.208 -1.592 -1.367
H -0.671 1.723 -0.840
H 0.604 -0.012 2.179
H -2.185 -0.959 -0.730
H -2.149 -0.061 0.737
H -2.818 0.687 -0.761